[1]
{
  "formula": "C36H50F6N4O7PS3V",
  "method": "ωB97M-V/def2-TZVPD",
  "e_above_lowest_kcal_mol": 37.2,
  "homo_lumo_gap_ha": [0.258, 0.252],
  "largest_force_ha_per_bohr": 0.09189,
  "spin_multiplicity": 3,
  "elements": ["V", "C", "C", "C", "C", "C", "C", "C", "C", "C", "C", "C", "C", "C", "C", "C", "C", "C", "C", "C", "C", "C", "P", "C", "C", "C", "C", "C", "C", "C", "C", "H", "H", "H", "H", "H", "H", "H", "H", "H", "H", "H", "H", "H", "H", "H", "H", "H", "H", "H", "H", "H", "H", "H", "H", "H", "H", "H", "H", "H", "H", "H", "H", "H", "H", "H", "H", "H", "H", "H", "H", "H", "H", "H", "H", "H", "O", "N", "O", "O", "F", "C", "F", "F", "S", "O", "O", "N", "S", "O", "O", "C", "F", "F", "F", "C", "C", "C", "C", "N", "C", "S", "N", "H", "H", "H", "H", "H"],
  "coordinates": [[0.681, 1.007, -0.692], [1.598, -5.745, 0.232], [1.859, -4.408, -0.470], [2.277, -4.638, -1.922], [0.654, -3.506, -0.321], [-0.320, -3.404, -1.304], [-1.426, -2.578, -1.167], [-2.540, -2.642, -2.217], [-3.598, -3.681, -1.808], [-2.069, -3.030, -3.622], [-1.553, -1.796, 0.004], [-0.665, -2.014, 1.075], [0.445, -2.831, 0.875], [-0.976, -1.556, 2.488], [-1.580, -2.737, 3.262], [0.241, -1.023, 3.255], [-2.789, -0.951, 0.132], [-3.907, -1.677, 0.561], [-5.187, -1.161, 0.576], [-5.394, 0.132, 0.139], [-4.301, 0.902, -0.202], [-2.982, 0.426, -0.173], [-1.714, 1.782, -0.355], [-1.985, 2.724, 1.300], [-1.472, 1.818, 2.422], [-1.178, 4.029, 1.326], [-3.444, 3.033, 1.657], [-2.278, 2.921, -1.791], [-0.995, 3.628, -2.269], [-2.895, 2.107, -2.938], [-3.290, 4.028, -1.457], [2.488, -6.376, 0.188], [0.772, -6.274, -0.249], [1.339, -5.595, 1.281], [2.689, -3.921, 0.046], [1.616, -5.352, -2.420], [3.292, -5.036, -1.953], [2.271, -3.708, -2.492], [-0.214, -3.987, -2.208], [-3.013, -1.657, -2.269], [-3.113, -4.613, -1.512], [-4.247, -3.894, -2.660], [-4.228, -3.344, -0.988], [-1.863, -4.101, -3.679], [-1.183, -2.499, -3.936], [-2.864, -2.812, -4.339], [1.165, -2.953, 1.676], [-1.742, -0.783, 2.440], [-0.864, -3.558, 3.318], [-2.487, -3.113, 2.787], [-1.837, -2.429, 4.278], [0.807, -1.842, 3.702], [-0.079, -0.365, 4.065], [0.921, -0.473, 2.611], [-3.749, -2.702, 0.871], [-6.016, -1.773, 0.906], [-6.390, 0.553, 0.096], [-4.475, 1.930, -0.480], [-0.449, 1.493, 2.270], [-2.109, 0.940, 2.526], [-1.513, 2.371, 3.364], [-0.123, 3.858, 1.136], [-1.267, 4.462, 2.325], [-1.532, 4.769, 0.613], [-4.033, 2.125, 1.766], [-3.943, 3.695, 0.955], [-3.437, 3.536, 2.628], [-0.310, 2.947, -2.773], [-0.461, 4.099, -1.441], [-1.266, 4.412, -2.979], [-2.349, 1.195, -3.155], [-2.879, 2.729, -3.837], [-3.932, 1.845, -2.729], [-2.944, 4.722, -0.697], [-4.270, 3.651, -1.171], [-3.435, 4.601, -2.376], [1.354, 1.010, 1.217], [1.983, 1.893, 0.549], [3.163, 2.040, 0.516], [1.161, 2.703, -0.124], [3.191, 2.750, -2.058], [4.240, 1.935, -2.139], [4.692, 1.972, -3.388], [5.203, 2.362, -1.339], [3.781, 0.134, -1.754], [2.374, 0.050, -1.267], [3.929, -0.472, -3.040], [4.878, -0.316, -0.778], [4.799, -0.970, 0.672], [3.491, -0.984, 1.255], [5.576, -2.168, 0.688], [5.835, 0.206, 1.677], [6.364, -0.483, 2.688], [5.128, 1.208, 2.189], [6.821, 0.709, 0.939], [2.762, -1.573, -6.427], [2.325, -0.361, -5.665], [2.774, 0.915, -5.995], [2.280, 1.966, -5.254], [1.444, 1.791, -4.229], [1.108, 0.533, -3.973], [-0.057, 0.259, -2.660], [1.477, -0.542, -4.657], [2.807, -1.364, -7.495], [2.083, -2.399, -6.235], [3.762, -1.866, -6.098], [3.474, 1.071, -6.803], [2.548, 2.993, -5.475]]
}

[2]
{
  "formula": "C11H23N3O3PS",
  "method": "ωB97M-V/def2-TZVPD",
  "charge": 1,
  "homo_lumo_gap_ha": 0.306,
  "largest_force_ha_per_bohr": 0.02342,
  "elements": ["C", "C", "N", "C", "C", "C", "S", "C", "N", "C", "C", "C", "P", "N", "O", "O", "C", "C", "O", "H", "H", "H", "H", "H", "H", "H", "H", "H", "H", "H", "H", "H", "H", "H", "H", "H", "H", "H", "H", "H", "H", "H"],
  "coordinates": [[-0.193, -3.385, -3.075], [0.688, -2.187, -2.744], [0.090, -1.322, -1.718], [1.058, -0.623, -0.859], [1.208, -1.380, 0.471], [1.517, -0.581, 1.750], [0.706, -1.567, 3.125], [-0.747, -0.799, 2.695], [-0.650, 0.321, 2.050], [-1.819, 1.067, 1.551], [-2.246, 2.166, 2.526], [0.778, 0.740, 1.992], [1.479, 2.253, 1.177], [2.390, 1.920, 0.000], [2.201, 2.962, 2.423], [0.176, 3.126, 0.861], [-0.987, -0.506, -2.044], [-1.444, -0.356, -3.470], [-1.548, 0.098, -1.150], [-0.453, -3.899, -2.145], [0.312, -4.071, -3.755], [-1.138, -3.073, -3.525], [1.623, -2.564, -2.318], [0.954, -1.624, -3.646], [0.685, 0.380, -0.684], [2.014, -0.529, -1.377], [2.012, -2.120, 0.379], [0.286, -1.949, 0.597], [2.581, -0.431, 1.935], [-1.710, -1.244, 2.927], [-1.568, 1.461, 0.571], [-2.615, 0.335, 1.408], [-2.704, 2.991, 1.977], [-2.970, 1.787, 3.250], [-1.389, 2.556, 3.082], [0.992, 0.983, 3.047], [3.336, 2.281, 0.057], [1.713, 3.676, 2.860], [0.141, 4.019, 1.239], [-0.630, -0.378, -4.193], [-1.964, 0.601, -3.528], [-2.170, -1.135, -3.715]]
}

[3]
{
  "formula": "C21H114O43Si2",
  "method": "ωB97M-V/def2-TZVPD",
  "homo_lumo_gap_ha": 0.258,
  "largest_force_ha_per_bohr": 0.09846,
  "elements": ["C", "C", "Si", "C", "C", "C", "C", "C", "O", "C", "O", "C", "C", "O", "Si", "C", "O", "C", "C", "C", "C", "C", "C", "C", "C", "C", "C", "H", "H", "H", "H", "H", "H", "H", "H", "H", "H", "H", "H", "H", "H", "H", "H", "H", "H", "H", "H", "H", "H", "H", "H", "H", "H", "H", "H", "H", "H", "H", "H", "H", "H", "H", "H", "O", "H", "H", "O", "H", "H", "O", "H", "H", "O", "H", "H", "O", "H", "H", "O", "H", "H", "O", "H", "H", "O", "H", "H", "O", "H", "H", "O", "H", "H", "O", "H", "H", "O", "H", "H", "O", "H", "H", "O", "H", "H", "O", "H", "H", "O", "H", "H", "O", "H", "H", "O", "H", "H", "O", "H", "H", "O", "H", "H", "O", "H", "H", "O", "H", "H", "O", "H", "H", "O", "H", "H", "O", "H", "H", "O", "H", "H", "O", "H", "H", "O", "H", "H", "O", "H", "H", "O", "H", "H", "O", "H", "H", "O", "H", "H", "O", "H", "H", "O", "H", "H", "O", "H", "H", "O", "H", "H", "O", "H", "H", "O", "H", "H", "O", "H", "H"],
  "coordinates": [[0.917, 0.140, 3.812], [1.797, 1.026, 3.035], [2.019, 0.884, 1.145], [3.800, 1.234, 0.517], [4.939, 1.185, 1.659], [6.011, -0.001, 1.496], [1.660, -0.976, 0.710], [1.358, -1.193, -0.867], [2.208, -2.231, -1.438], [3.149, -1.726, -2.368], [4.381, -2.052, -2.178], [2.812, -0.829, -3.663], [3.236, 0.718, -3.333], [0.910, 1.819, 0.195], [-0.535, 2.221, 1.057], [-1.898, 0.854, 0.984], [-2.558, 0.776, -0.314], [-3.872, 1.300, -0.256], [-4.279, 2.691, 0.274], [-5.769, 3.194, 0.257], [-6.199, 4.649, 0.786], [-6.941, 2.287, -0.316], [-6.519, 0.866, -0.814], [-5.029, 0.371, -0.791], [-4.604, -1.104, -1.310], [-4.189, -1.970, 0.012], [-5.823, -1.904, -1.992], [1.309, -0.731, 4.433], [-0.212, 0.369, 3.689], [2.431, 1.835, 3.571], [4.112, 0.452, -0.280], [3.875, 2.250, -0.008], [5.533, 2.175, 1.571], [4.548, 1.153, 2.730], [7.084, 0.426, 1.406], [6.028, -0.630, 2.468], [5.826, -0.706, 0.620], [2.647, -1.529, 0.924], [0.779, -1.339, 1.337], [1.343, -0.209, -1.445], [0.277, -1.604, -0.919], [3.403, -1.206, -4.566], [1.683, -0.846, -3.821], [2.365, 1.263, -2.833], [4.188, 0.713, -2.683], [3.508, 1.204, -4.335], [-0.338, 2.649, 2.440], [-1.119, 3.389, 0.353], [-1.367, -0.159, 1.151], [-2.665, 0.945, 1.849], [-3.491, 3.394, 0.699], [-6.918, 5.099, 0.001], [-5.309, 5.358, 0.880], [-6.790, 4.601, 1.763], [-8.028, 2.649, -0.356], [-7.348, 0.181, -1.195], [-3.722, -1.055, -2.041], [-5.167, -2.511, 0.336], [-3.427, -2.793, -0.229], [-3.875, -1.310, 0.891], [-6.013, -1.526, -3.059], [-5.484, -3.017, -2.077], [-6.773, -1.922, -1.354], [5.606, -3.283, 0.283], [5.212, -2.785, 1.010], [5.366, -2.774, -0.506], [-5.920, -4.575, 0.666], [-6.855, -4.508, 0.433], [-5.897, -5.263, 1.346], [-0.048, -3.270, 2.711], [-0.450, -3.948, 3.268], [0.856, -3.586, 2.576], [-5.816, -5.346, -3.313], [-5.105, -5.994, -3.221], [-6.086, -5.166, -2.404], [5.336, -4.734, -2.627], [5.190, -3.797, -2.430], [4.848, -4.879, -3.446], [-5.714, -4.137, 3.550], [-6.226, -3.509, 3.024], [-4.798, -3.857, 3.419], [6.109, 2.341, -2.747], [6.417, 1.823, -3.502], [6.873, 2.880, -2.504], [2.339, -4.850, 4.008], [1.937, -5.528, 4.566], [3.242, -5.165, 3.871], [-2.865, -3.242, -2.747], [-1.939, -3.010, -2.898], [-3.350, -2.684, -3.368], [5.913, 4.521, -5.224], [4.987, 4.605, -5.484], [5.904, 3.839, -4.538], [1.965, 0.987, 7.167], [1.286, 1.434, 7.689], [1.527, 0.799, 6.327], [0.643, 5.806, 0.444], [0.761, 6.648, -0.011], [0.983, 5.151, -0.181], [-0.241, -3.774, 5.661], [-0.760, -3.131, 5.160], [0.672, -3.497, 5.519], [5.937, -1.654, 4.055], [6.639, -2.309, 4.160], [5.647, -1.475, 4.959], [0.551, 3.270, 5.291], [0.666, 4.118, 4.842], [0.900, 2.622, 4.665], [0.810, 1.129, 10.076], [1.514, 0.478, 10.187], [0.509, 1.305, 10.976], [2.923, 4.215, -6.104], [2.242, 3.588, -6.363], [2.690, 5.020, -6.580], [-4.787, 1.784, 3.280], [-5.153, 2.251, 4.043], [-5.074, 2.313, 2.521], [-3.487, -6.706, -0.073], [-3.037, -6.544, 0.767], [-4.051, -5.928, -0.191], [-1.469, -0.098, 8.132], [-1.846, 0.703, 7.747], [-0.942, 0.225, 8.878], [2.541, 5.119, -2.031], [2.851, 4.606, -2.789], [3.305, 5.657, -1.786], [-3.225, -2.660, 6.139], [-2.517, -3.314, 6.202], [-3.475, -2.497, 7.057], [-7.673, -3.996, 6.209], [-7.375, -4.499, 5.441], [-6.914, -3.446, 6.436], [5.982, -1.488, -5.080], [6.672, -2.154, -4.956], [5.680, -1.289, -4.181], [1.126, 4.455, -7.885], [0.441, 3.826, -8.145], [0.893, 5.264, -8.361], [-2.132, 4.774, 4.450], [-1.427, 4.122, 4.561], [-2.431, 4.950, 5.350], [8.630, -1.414, -6.733], [9.221, -0.664, -6.587], [7.769, -1.095, -6.431], [-7.562, 0.513, 2.821], [-8.075, 1.154, 2.314], [-6.644, 0.788, 2.684], [-0.494, -4.394, -3.751], [-0.879, -5.080, -3.189], [0.407, -4.700, -3.911], [2.470, 6.751, -4.670], [2.059, 6.078, -4.112], [3.371, 6.426, -4.802], [-3.130, 0.234, 4.971], [-4.067, 0.312, 4.753], [-3.099, -0.468, 5.636], [-5.204, -9.232, 0.134], [-4.629, -8.466, 0.273], [-6.063, -8.943, 0.466], [10.664, -1.550, -8.914], [9.740, -1.462, -9.175], [10.647, -2.226, -8.225], [5.774, 7.069, -4.715], [5.899, 7.907, -5.178], [6.113, 6.405, -5.335], [-6.520, 4.670, -2.671], [-7.451, 4.754, -2.911], [-6.513, 3.972, -2.000], [-2.526, -7.245, -3.204], [-1.818, -7.893, -3.112], [-2.796, -7.064, -2.294], [-3.995, -6.633, 4.404], [-3.544, -6.474, 5.242], [-4.557, -5.856, 4.289], [8.210, 7.964, -5.997], [8.904, 7.304, -5.878], [7.919, 8.161, -5.097], [0.690, 7.944, -7.101], [0.865, 8.883, -7.230], [1.074, 7.750, -6.233]]
}

Number 1: M 942.9 g/mol. Number 2: M 308.4 g/mol. Number 3: M 1111.3 g/mol.